*1*
This record from the Open Molecules 2025 dataset describes one molecule with the formula C2HCl2NS. The level of theory is wB97M-V/def2-TZVPD.

Values from the calculation:
Orbital gap = 10.4094 eV
LUMO energy = -0.1908 eV
SMILES = N#CC(S)(Cl)Cl
Highest occupied orbital energy = -10.6 eV

```
! wB97M-V def2-TZVPD RIJCOSX def2/J DEFGRID3
* xyz 0 1
C 1.915 0.463 -0.216
C 2.296 0.120 1.138
N 2.867 -0.239 2.067
S 0.068 0.782 -0.339
Cl 2.901 1.917 -0.636
Cl 2.335 -0.981 -1.236
H 0.079 -0.398 -0.813
*
```

Listed below, in e, are the natural (NBO) charges computed for each atom: C -0.265; C 0.178; N -0.227; S 0.094; Cl 0.051; Cl 0.041; H 0.128

=====

*2*
This record from the Open Molecules 2025 dataset describes a 2-piece molecular cluster, C2HCl2NS overall. The level of theory is wB97M-V/def2-TZVPD.

Values from the calculation:
Orbital gap (spin up / spin down) = 6.7140 / 7.7328 eV
LUMO energy (spin up / spin down) = -2.6546 / -1.8784 eV
Highest occupied orbital energy (spin up / spin down) = -9.4 / -9.6 eV

```
! wB97M-V def2-TZVPD RIJCOSX def2/J DEFGRID3
* xyz 0 1
C 2.601 -1.800 -0.916
C 0.494 0.488 -0.413
N 2.903 -1.657 -2.019
S 1.986 -1.556 0.572
Cl 1.626 1.385 -1.315
Cl 0.180 1.163 1.195
H -0.172 -0.169 -0.919
*
```

Listed below, in e, are the natural (NBO) charges computed for each atom: C -0.021; C -0.179; N -0.333; S 0.077; Cl 0.152; Cl 0.069; H 0.234

=====

Which structure wins on stability? *1* wins.

=====

*1*
This record from the Open Molecules 2025 dataset describes one molecule with the formula C4H4FNOS. The level of theory is wB97M-V/def2-TZVPD.

Values from the calculation:
Orbital gap = 8.2975 eV
LUMO energy = -0.3662 eV
SMILES = F/C=C1/NC(=S)CO1
Highest occupied orbital energy = -8.7 eV

```
! wB97M-V def2-TZVPD RIJCOSX def2/J DEFGRID3
* xyz 0 1
C 2.277 -0.833 0.001
C 1.068 -0.149 -0.026
C -1.255 0.107 0.167
C -0.568 1.435 0.163
H 2.467 -1.893 0.327
H -0.454 -1.700 -0.098
H -0.645 1.798 1.303
H -0.885 2.100 -0.625
N -0.189 -0.741 0.315
O 0.895 1.194 -0.173
F 3.440 -0.138 -0.127
S -2.901 -0.424 -0.151
*
```

Atomic partial charges in e from the natural (NBO) method, atoms 1 to 8: C 0.094; C 0.364; C 0.143; C -0.165; H 0.194; H 0.440; H 0.234; H 0.243

=====

*2*
This record from the Open Molecules 2025 dataset describes one molecule with the formula C4H4FNOS. The level of theory is wB97M-V/def2-TZVPD.

Values from the calculation:
Orbital gap = 8.8813 eV
LUMO energy = -0.0020 eV
SMILES = F/C=C\[C@@H]1ON=CS1
Highest occupied orbital energy = -8.9 eV

```
! wB97M-V def2-TZVPD RIJCOSX def2/J DEFGRID3
* xyz 0 1
C -2.384 -0.002 -0.133
C -1.519 0.546 0.835
C -0.077 0.501 0.818
C 2.130 -0.165 -0.118
H -3.415 0.012 -0.003
H -2.166 1.328 1.581
H 0.485 0.777 1.837
H 3.238 -0.584 -0.208
N 1.779 1.032 -0.712
O 0.334 1.318 -0.333
F -1.610 -0.667 -1.102
S 0.770 -1.161 0.372
*
```

Atomic partial charges in e from the natural (NBO) method, atoms 1 to 8: C 0.267; C -0.315; C -0.057; C -0.200; H 0.196; H 0.237; H 0.224; H 0.257

=====

Which structure wins on stability? *1* wins.

=====

*1*
This record from the Open Molecules 2025 dataset describes a 2-piece molecular cluster, C4H13N2O2 overall. The level of theory is wB97M-V/def2-TZVPD.

Values from the calculation:
Orbital gap = 11.2630 eV
LUMO energy = -2.8635 eV
Highest occupied orbital energy = -14.1 eV

```
! wB97M-V def2-TZVPD RIJCOSX def2/J DEFGRID3
* xyz 1 1
N 1.004 0.664 -0.007
C 0.510 -0.763 -0.458
C -0.482 -1.305 0.576
C -0.341 -0.978 2.113
O 0.550 -0.229 2.421
C -0.054 -0.685 -1.857
N 0.634 0.383 -2.625
H 1.626 0.401 0.749
H 0.164 1.114 0.364
H 1.447 1.166 -0.772
H 1.417 -1.353 -0.269
H -1.419 -0.782 0.339
H -0.662 -2.348 0.355
H -1.083 -1.472 2.737
H -0.099 -1.606 -2.428
H -1.060 -0.272 -1.655
H 0.023 0.719 -3.362
H 1.449 0.030 -3.126
H -1.264 2.454 1.246
H -1.914 2.845 -0.033
O -1.514 2.090 0.385
*
```

Atomic partial charges in e from the natural (NBO) method, atoms 1 to 8: N -0.708; C -0.026; C -0.549; C 0.473; O -0.549; C -0.255; N -0.865; H 0.452

=====

*2*
This record from the Open Molecules 2025 dataset describes a 2-piece molecular cluster, C4H13N2O2 overall. The level of theory is wB97M-V/def2-TZVPD.

Values from the calculation:
Orbital gap = 11.3838 eV
LUMO energy = -2.8450 eV
Highest occupied orbital energy = -14.2 eV

```
! wB97M-V def2-TZVPD RIJCOSX def2/J DEFGRID3
* xyz 1 1
C -1.096 0.249 -1.144
C 0.147 1.148 -1.173
C 1.474 0.543 -0.593
C 1.320 0.102 0.835
N 1.876 0.854 1.830
O 0.812 -0.968 1.160
N -0.805 -1.183 -0.824
H -1.628 0.481 -2.056
H -1.898 0.549 -0.446
H -0.068 1.991 -0.499
H 0.304 1.457 -2.199
H 2.394 1.079 -0.838
H 1.681 -0.367 -1.201
H 2.016 0.417 2.725
H 2.383 1.706 1.654
H -0.318 -1.314 0.108
H -1.625 -1.769 -0.976
H -0.094 -1.558 -1.457
H -2.073 -1.811 1.986
H -2.742 -0.523 1.749
O -2.061 -1.080 1.358
*
```

Atomic partial charges in e from the natural (NBO) method, atoms 1 to 8: C -0.245; C -0.412; C -0.517; C 0.685; N -0.780; O -0.642; N -0.704; H 0.240

=====

Which structure wins on stability? *2* wins.

=====

*1*
This record from the Open Molecules 2025 dataset describes a 2-piece molecular cluster, CH7FN3P overall. The level of theory is wB97M-V/def2-TZVPD.

Values from the calculation:
Orbital gap = 10.7523 eV
LUMO energy = 0.3742 eV
Highest occupied orbital energy = -10.4 eV

```
! wB97M-V def2-TZVPD RIJCOSX def2/J DEFGRID3
* xyz 0 1
C -1.220 1.054 1.044
N 0.053 -1.072 -2.015
N 1.878 -0.272 -0.130
N -0.620 0.937 -0.342
F -0.075 -1.488 1.305
P 0.324 -0.389 -0.637
H -0.431 1.138 1.712
H -1.927 1.887 0.853
H -1.883 0.212 1.239
H 0.704 -1.847 -2.016
H 2.296 -0.735 -0.882
H 2.295 -0.252 0.869
H -1.396 0.826 -1.000
*
```

Atomic partial charges in e from the natural (NBO) method, atoms 1 to 8: C -0.388; N -1.200; N -1.188; N -0.946; F -0.749; P 2.187; H 0.215; H 0.199

=====

*2*
This record from the Open Molecules 2025 dataset describes a 2-piece molecular cluster, CH7FN3P overall. The level of theory is wB97M-V/def2-TZVPD.

Values from the calculation:
Orbital gap = 8.1342 eV
LUMO energy = -0.2665 eV
SMILES = C/N=P/F.NN
Highest occupied orbital energy = -8.4 eV

```
! wB97M-V def2-TZVPD RIJCOSX def2/J DEFGRID3
* xyz 0 1
C 1.290 -0.261 3.190
N -1.083 -0.606 -3.046
N -0.540 0.762 -2.657
N 0.360 -0.237 2.151
F -1.293 0.172 0.407
P 0.098 0.772 0.984
H 2.101 -0.977 3.105
H 1.879 0.738 3.190
H 0.762 -0.554 4.127
H -0.650 -1.226 -2.369
H -0.943 0.779 -1.705
H -0.806 -0.656 -4.014
H -1.175 1.294 -3.363
*
```

Atomic partial charges in e from the natural (NBO) method, atoms 1 to 8: C -0.436; N -0.707; N -0.686; N -0.898; F -0.590; P 1.325; H 0.216; H 0.171

=====

Which structure wins on stability? *1* wins.

=====

*1*
This record from the Open Molecules 2025 dataset describes a 3-piece molecular cluster, C4H15NO2 overall. The level of theory is wB97M-V/def2-TZVPD.

Values from the calculation:
Orbital gap (spin up / spin down) = 3.1508 / 8.8428 eV
LUMO energy (spin up / spin down) = 3.8575 / 3.7146 eV
Highest occupied orbital energy (spin up / spin down) = 0.7 / -5.1 eV

```
! wB97M-V def2-TZVPD RIJCOSX def2/J DEFGRID3
* xyz -1 2
C -2.440 -0.162 -1.529
C -1.145 -0.979 -1.399
N -0.673 -1.189 -0.063
C 0.742 -1.525 -0.052
C 1.338 -1.605 1.344
H -3.238 -0.530 -0.881
H -2.814 -0.245 -2.546
H -2.210 0.865 -1.251
H -1.319 -1.960 -1.853
H -0.403 -0.400 -1.972
H -0.875 -0.504 0.641
H 0.873 -2.411 -0.677
H 1.267 -0.699 -0.573
H 1.156 -0.618 1.779
H 0.765 -2.315 1.950
H 2.388 -1.858 1.445
H -0.376 1.876 2.166
H 0.443 2.034 0.955
O -0.325 1.519 1.284
H 2.940 2.672 -0.194
H 1.532 2.769 -0.687
O 2.046 2.895 0.141
*
```

Atomic partial charges in e from the natural (NBO) method, atoms 1 to 8: C -0.625; C -0.219; N -0.663; C -0.235; C -0.641; H 0.191; H 0.195; H 0.214

=====

*2*
This record from the Open Molecules 2025 dataset describes a 3-piece molecular cluster, C4H15NO2 overall. The level of theory is wB97M-V/def2-TZVPD.

Values from the calculation:
Orbital gap (spin up / spin down) = 1.6690 / 7.7917 eV
LUMO energy (spin up / spin down) = 2.7495 / 2.6253 eV
Highest occupied orbital energy (spin up / spin down) = 1.1 / -5.2 eV

```
! wB97M-V def2-TZVPD RIJCOSX def2/J DEFGRID3
* xyz -1 2
C -1.191 -0.815 -1.696
C -0.461 -1.454 -0.510
C 0.895 -0.743 -0.204
N 0.479 0.076 0.892
C 1.538 0.892 1.628
H -0.553 -0.607 -2.663
H -1.915 -1.563 -1.919
H -1.599 0.141 -1.521
H -0.949 -1.535 0.424
H -0.322 -2.507 -0.877
H 1.637 -1.227 0.399
H 1.386 -0.246 -1.160
H -0.179 0.829 0.816
H 2.479 0.343 1.579
H 1.496 1.905 1.178
H 1.316 0.986 2.656
H -3.165 -0.005 3.117
H -2.879 0.615 4.559
O -2.500 0.465 3.602
H 1.096 1.619 -4.100
H 2.097 1.139 -3.103
O 1.295 1.693 -3.096
*
```

Atomic partial charges in e from the natural (NBO) method, atoms 1 to 8: C -0.686; C -0.411; C -0.279; N -0.651; C -0.439; H 0.220; H 0.186; H 0.198

=====

Which structure wins on stability? *1* wins.

=====

*1*
This record from the Open Molecules 2025 dataset describes C28H26Br3N7O2SZr as an isolated structure. The level of theory is wB97M-V/def2-TZVPD.

Values from the calculation:
Orbital gap = 6.8392 eV
LUMO energy = -6.1542 eV
Highest occupied orbital energy = -13.0 eV

```
! wB97M-V def2-TZVPD RIJCOSX def2/J DEFGRID3
* xyz 2 1
Zr -0.107 -0.861 -0.954
N -1.767 -3.866 2.111
C -1.157 -3.008 1.277
S -2.109 -2.333 -0.017
N 0.090 -2.727 1.557
N 0.781 -1.966 0.684
C 2.006 -1.656 1.011
C 2.576 -1.952 2.340
C 1.938 -1.428 3.465
C 2.476 -1.629 4.723
C 3.639 -2.374 4.872
C 4.260 -2.923 3.761
C 3.738 -2.707 2.495
C 2.789 -0.954 -0.014
C 4.126 -0.600 0.152
C 4.803 -0.009 -0.900
C 4.143 0.194 -2.106
C 2.813 -0.157 -2.190
N 2.138 -0.681 -1.162
H -2.654 -4.261 1.856
H -1.195 -4.358 2.779
H 1.031 -0.850 3.348
H 1.982 -1.212 5.591
H 4.060 -2.527 5.857
H 5.153 -3.522 3.879
H 4.203 -3.161 1.628
H 4.617 -0.802 1.090
H 5.841 0.273 -0.790
H 4.649 0.618 -2.961
H 2.260 -0.039 -3.114
Br 2.261 5.259 -3.207
C 1.483 3.713 -2.486
C 1.760 3.317 -1.184
C 1.198 2.141 -0.733
N 0.392 1.380 -1.479
C 0.075 1.795 -2.719
C 0.619 2.949 -3.259
C -0.892 0.945 -3.451
C -1.587 1.412 -4.552
C -2.511 0.574 -5.163
Br -3.465 1.169 -6.666
C -2.720 -0.696 -4.649
C -1.986 -1.084 -3.546
N -1.087 -0.290 -2.954
H 2.413 3.895 -0.546
H 1.398 1.786 0.271
H 0.399 3.252 -4.272
H -1.438 2.414 -4.926
H -3.431 -1.367 -5.109
H -2.109 -2.075 -3.130
Br 0.447 -2.965 -2.343
O -2.049 0.507 -0.592
C -1.689 0.466 0.614
O -0.505 0.224 0.946
C -2.758 0.742 1.670
N -4.103 0.595 1.010
C -4.940 1.807 1.331
C -4.202 2.470 2.489
C -2.731 2.194 2.168
H -2.665 0.035 2.490
H -4.555 -0.278 1.271
H -3.869 0.531 0.003
H -5.959 1.514 1.568
H -4.951 2.453 0.456
H -4.473 2.002 3.437
H -4.434 3.529 2.563
H -2.082 2.306 3.033
H -2.377 2.860 1.378
*
```

Atomic partial charges in e from the natural (NBO) method, atoms 1 to 8: Zr 1.867; N -0.764; C 0.331; S -0.294; N -0.405; N -0.377; C 0.306; C -0.066

=====

*2*
This record from the Open Molecules 2025 dataset describes C28H26Br3N7O2SZr as an isolated structure. The level of theory is wB97M-V/def2-TZVPD.

Values from the calculation:
Orbital gap = 7.0458 eV
LUMO energy = -6.1231 eV
Highest occupied orbital energy = -13.2 eV

```
! wB97M-V def2-TZVPD RIJCOSX def2/J DEFGRID3
* xyz 2 1
Zr -0.271 -0.003 0.139
N 3.789 -0.446 2.103
C 2.800 -0.290 1.201
S 1.954 1.236 1.157
N 2.591 -1.292 0.393
N 1.507 -1.124 -0.450
C 1.628 -1.564 -1.661
C 2.885 -2.102 -2.213
C 3.404 -1.529 -3.374
C 4.589 -2.004 -3.914
C 5.237 -3.076 -3.314
C 4.710 -3.663 -2.170
C 3.545 -3.170 -1.608
C 0.408 -1.498 -2.508
C 0.339 -2.161 -3.715
C -0.842 -2.121 -4.444
C -1.915 -1.421 -3.933
C -1.775 -0.789 -2.710
N -0.642 -0.811 -2.006
H 4.141 0.363 2.584
H 4.390 -1.248 2.013
H 2.888 -0.703 -3.853
H 4.999 -1.547 -4.804
H 6.154 -3.458 -3.744
H 5.213 -4.504 -1.711
H 3.142 -3.613 -0.708
H 1.195 -2.717 -4.067
H -0.918 -2.641 -5.390
H -2.859 -1.367 -4.456
H -2.600 -0.249 -2.278
Br -5.454 4.314 0.943
C -4.234 3.031 0.362
C -4.527 1.682 0.476
C -3.564 0.771 0.092
N -2.382 1.131 -0.422
C -2.146 2.442 -0.590
C -3.024 3.424 -0.183
C -0.855 2.774 -1.235
C -0.650 3.986 -1.860
C 0.563 4.217 -2.485
Br 0.874 5.837 -3.346
C 1.535 3.232 -2.468
C 1.260 2.058 -1.806
N 0.086 1.813 -1.196
H -5.475 1.344 0.868
H -3.730 -0.291 0.203
H -2.780 4.472 -0.279
H -1.431 4.732 -1.896
H 2.494 3.378 -2.944
H 2.011 1.284 -1.745
Br -1.727 -2.085 0.645
O 0.095 -0.580 2.443
C -0.667 0.371 2.691
O -1.039 1.174 1.776
C -1.249 0.494 4.077
N -0.481 -0.448 4.972
C -1.435 -1.022 6.015
C -2.816 -0.483 5.627
C -2.681 -0.040 4.165
H -1.167 1.509 4.458
H 0.327 0.003 5.399
H -0.106 -1.173 4.346
H -1.102 -0.689 6.993
H -1.356 -2.104 5.968
H -3.083 0.360 6.262
H -3.579 -1.248 5.751
H -3.396 0.730 3.883
H -2.794 -0.886 3.482
*
```

Atomic partial charges in e from the natural (NBO) method, atoms 1 to 8: Zr 1.888; N -0.777; C 0.319; S -0.271; N -0.428; N -0.444; C 0.385; C -0.080

=====

Which structure wins on stability? *2* wins.